# C23H49FeN2OP3S

C23H49FeN2OP3S as an isolated structure at a distorted geometry (wB97M-V/def2-TZVPD, the OMol25 dataset).

**ΔE to the lowest compared entry with this formula, charge and spin**: 19.8 kcal/mol
**Total charge**: +3
**Multiplicity**: 6

XYZ file:
```
80
Properties=species:S:1:pos:R:3:forces:R:3:lowdin_spin:R:1
Fe 0.34383 -2.75790 -2.52511 2.84 -2.47 -0.81 3.40
P 1.49687 0.49931 0.46319 1.88 1.82 3.56 0.58
P 0.89490 -0.90827 -3.48012 1.35 2.40 -1.32 0.09
P -1.69113 -3.15944 3.13553 -0.49 -0.70 -0.10 0.00
H -2.53565 -4.08765 -1.68773 0.26 0.38 0.28 0.00
C -1.90171 -3.38474 -1.12226 -3.13 -0.15 1.29 0.06
C -1.31629 -2.33468 -2.03287 -3.80 0.45 2.12 0.15
H -1.85566 -2.34746 -2.99985 -0.01 0.02 0.38 0.02
C 2.62696 -0.61055 1.40537 -0.28 -1.23 -0.90 0.09
C 2.60512 1.96292 0.28802 -0.29 0.10 -1.71 0.08
C 0.46912 1.10948 1.86333 -1.44 -0.39 -0.70 0.09
C 0.60213 -0.87607 -5.27059 0.12 0.11 -0.10 0.02
C 0.10156 0.58056 -2.82977 0.03 0.25 -0.20 0.05
C 2.67326 -0.58525 -3.25838 0.20 0.24 -0.36 0.02
C -2.64496 -4.04021 4.37751 -0.14 -0.17 0.19 0.00
C -2.45071 -1.55838 2.82454 -0.04 0.25 -0.26 0.00
C 0.01620 -2.98987 3.67378 0.33 0.08 -0.10 0.00
H -2.53342 -2.90406 -0.35249 -0.21 -0.14 -0.61 0.00
H -1.41410 -1.33708 -1.57939 -0.04 -0.21 -0.19 0.02
H 3.39744 -0.02187 1.92139 -0.30 0.09 -0.27 0.02
H 3.11277 -1.29186 0.69426 0.16 0.06 0.37 0.00
H 2.06518 -1.20726 2.13615 0.11 0.16 -0.28 0.00
H 3.09221 2.18229 1.24714 -0.31 -0.36 -0.05 0.02
H 2.02291 2.83535 -0.03933 0.17 -0.21 0.05 0.00
H 3.36949 1.74951 -0.47039 -0.08 0.20 0.20 0.00
H 1.06735 1.72939 2.54641 0.19 -0.23 -0.40 0.02
H 0.03703 0.26316 2.41564 0.11 0.27 -0.18 0.00
H -0.35369 1.71859 1.46251 0.12 -0.04 0.23 0.00
H 1.23813 -0.11470 -5.73817 -0.23 -0.14 -0.04 0.00
H -0.45293 -0.65037 -5.46378 0.21 -0.05 -0.02 0.00
H 0.83685 -1.86100 -5.69082 -0.02 0.25 -0.05 0.00
H 0.57472 1.48169 -3.24166 -0.18 -0.15 0.07 0.00
H 0.18790 0.60923 -1.73166 -0.14 0.00 -0.20 0.03
H -0.96445 0.59737 -3.07860 0.17 0.10 0.18 0.00
H 2.97185 0.22527 -3.93401 0.17 -0.11 0.22 0.00
H 3.25845 -1.48409 -3.48902 -0.06 0.35 0.01 0.00
H 2.87719 -0.29168 -2.21958 -0.02 -0.07 -0.20 0.00
H -2.05035 -4.13221 5.29731 -0.32 0.02 -0.20 0.00
H -2.87585 -5.04309 3.99058 0.03 0.26 0.24 0.00
H -3.58400 -3.50596 4.58210 0.29 -0.22 0.01 0.00
H -2.26374 -0.87462 3.66512 -0.05 -0.26 -0.15 0.00
H -3.53687 -1.68657 2.71356 0.31 0.02 -0.01 0.00
H -2.05434 -1.11134 1.90258 -0.11 -0.10 0.20 0.00
H 0.18120 -3.64233 4.54227 0.06 0.21 -0.27 0.00
H 0.24530 -1.95028 3.94680 -0.08 -0.33 0.03 0.00
H 0.67285 -3.31186 2.85278 -0.08 0.07 0.27 0.00
C 0.34112 -4.60439 -1.01140 -0.31 -1.13 0.74 0.10
C 1.47094 -3.82028 -0.73132 0.29 -0.19 -0.08 0.01
C 2.41738 -3.56914 -1.74285 -0.02 -0.25 -0.13 0.03
C 2.19022 -4.05073 -3.05372 0.32 -0.48 0.17 0.00
C 1.10779 -4.91860 -3.31070 0.19 0.26 0.19 0.02
C 0.17156 -5.16926 -2.29831 0.18 -0.23 0.63 0.02
S -1.09222 -4.64755 0.14622 2.34 0.63 -3.55 0.02
H -1.62222 -3.97858 1.91433 -0.24 1.21 1.48 0.00
H 1.59547 -3.40454 0.26698 0.06 -0.13 -0.23 0.00
H 3.30845 -2.98188 -1.53417 -0.21 -0.07 -0.03 0.00
H 2.85508 -3.78204 -3.87680 -0.03 -0.20 0.37 0.00
H 0.99597 -5.36236 -4.29846 -0.10 0.15 0.19 0.00
H -0.69775 -5.79899 -2.46988 0.17 0.09 -0.12 0.00
C -0.58023 4.64590 -1.59718 0.19 0.16 -0.46 0.00
N -1.67935 4.35710 -0.71412 -0.05 -0.94 -0.48 0.00
C -1.89678 5.24775 0.39778 0.03 0.16 0.34 0.00
C -3.28218 5.03292 0.95589 -0.31 0.44 0.24 0.00
C -3.49877 3.57279 1.27027 -0.01 0.16 0.25 0.00
N -3.22297 2.78812 0.09364 0.40 -0.43 -0.60 0.00
C -3.71386 1.43742 0.05062 -0.36 -0.21 -0.23 0.00
C -2.27584 3.12283 -0.84857 -0.09 0.58 0.18 0.00
O -1.98593 2.35397 -1.77741 0.16 0.09 0.61 0.00
H -0.80290 4.26266 -2.59782 0.12 0.18 0.22 0.00
H 0.36269 4.18399 -1.25604 -0.08 0.09 -0.02 0.00
H -0.43336 5.73149 -1.63845 0.00 -0.29 -0.06 0.00
H -1.14041 5.08238 1.18669 -0.08 0.09 -0.13 0.00
H -1.77534 6.27295 0.03028 -0.04 -0.15 0.17 0.00
H -4.02743 5.36539 0.22485 0.09 -0.06 0.11 0.00
H -3.41008 5.62851 1.86251 -0.03 -0.01 -0.10 0.00
H -4.53792 3.38177 1.55848 0.17 0.11 0.04 0.00
H -2.85279 3.26604 2.11352 -0.12 0.02 -0.06 0.00
H -4.64672 1.37656 0.62214 0.18 -0.01 -0.17 0.00
H -3.89582 1.14877 -0.98909 -0.02 -0.02 0.29 0.00
H -2.99613 0.71838 0.48050 0.01 -0.02 0.03 0.00
```
Positions in Å, forces in eV/Å.

***

# C23H49GaI2O5P

C23H49GaI2O5P as an isolated structure at a distorted geometry (wB97M-V/def2-TZVPD, the OMol25 dataset).

**Total charge**: -1

XYZ file:
```
81
Properties=species:S:1:pos:R:3:forces:R:3:mulliken_charge:R:1
C -5.01025 3.69451 -4.98728 0.53 -0.39 1.17 -1.01
C -4.36546 2.43756 -4.15355 0.10 0.04 1.15 0.11
C -3.06720 1.72770 -4.85936 -0.18 0.45 -1.18 -0.51
C -3.20669 0.11440 -5.11350 1.21 -0.09 0.43 -0.70
C -3.80228 -0.74239 -3.84954 -0.43 -1.20 -0.60 -0.40
C -2.70332 -1.71501 -3.09876 -0.83 -0.18 0.70 -0.69
C -2.51134 -1.12016 -1.57510 -0.42 -0.65 0.30 -0.22
C -1.38086 -1.90407 -0.67913 0.51 1.05 -0.15 -0.67
C -0.85779 -0.93943 0.57965 -0.42 -1.16 0.19 0.06
C -2.08311 -0.43848 1.56080 0.43 -1.34 0.20 -0.27
Ga -1.85716 1.52635 2.20878 -1.02 -0.10 0.55 -0.95
C -3.37905 1.84611 3.62998 -0.76 0.18 0.12 -0.26
C -4.88435 1.43817 3.03091 0.22 -0.42 0.58 -0.73
C -0.00178 1.74178 3.17268 0.91 0.78 1.30 -0.23
C -0.07360 3.19279 3.98057 -5.76 3.31 -3.80 0.00
O -1.01332 4.13158 3.68070 6.75 -6.17 2.49 -0.44
I 1.38274 3.57213 5.59514 -0.57 -0.05 -0.51 -0.12
C -2.11435 2.94203 0.71723 -0.01 1.24 -0.59 -0.26
C -0.77448 3.25479 -0.17468 -1.95 -0.36 -1.39 -0.37
C -1.26149 3.57240 -1.73553 0.72 0.25 0.47 -0.48
I 0.19223 5.13791 0.52100 -0.17 -0.91 -0.20 -0.08
H -5.89595 3.26973 -5.62590 1.76 1.23 1.02 0.25
H -4.15404 4.18926 -5.61351 -1.87 -0.87 0.96 0.29
H -5.37444 4.48215 -4.16849 0.51 -1.66 -2.08 0.29
H -3.99028 2.83035 -3.09061 -0.92 -0.82 -2.28 -0.17
H -5.24042 1.66736 -3.91195 2.00 1.53 -0.64 0.28
H -2.95361 2.22397 -5.93928 -0.16 -1.04 2.23 0.33
H -2.06491 2.01755 -4.29005 -2.27 -0.84 -1.05 0.20
H -3.79376 -0.12067 -6.10151 0.93 0.64 2.00 0.29
H -2.09833 -0.29016 -5.29462 -2.37 0.84 0.25 0.27
H -4.64529 -1.45718 -4.29959 1.70 1.58 1.02 0.31
H -4.32096 -0.10798 -3.01437 1.06 -0.96 -1.77 0.25
H -1.69758 -1.85644 -3.69447 -1.92 0.59 1.20 0.31
H -3.18394 -2.80200 -3.01430 1.10 2.25 -0.10 0.25
H -2.31721 0.04264 -1.61607 -0.14 -2.28 0.07 0.06
H -3.55859 -1.25543 -1.01829 2.21 0.39 -1.29 0.20
H -0.44267 -2.08873 -1.38147 -1.90 0.07 1.40 0.23
H -1.81115 -2.93110 -0.26464 0.95 2.19 -0.93 0.23
H -0.22230 -0.04132 0.17402 -1.27 -1.65 0.48 0.03
H -0.11556 -1.60710 1.23370 -1.46 1.47 -1.40 0.09
H -2.07368 -1.15891 2.50718 -0.16 1.41 -1.89 0.24
H -3.15222 -0.53142 1.09217 2.06 0.00 0.59 0.02
H -3.37776 3.00079 3.83042 0.01 -2.26 0.09 0.21
H -3.11721 1.20452 4.60094 -0.80 1.61 -1.83 0.23
H -5.32683 0.55857 3.70385 0.69 1.92 -1.53 0.20
H -5.62822 2.36002 3.04997 1.48 -1.98 -0.04 0.23
H -4.81659 1.02708 1.93031 -0.20 0.85 2.07 0.11
H 0.88729 1.69844 2.38769 -1.52 0.43 1.90 0.25
H 0.15792 0.90965 3.99819 -0.05 1.71 -1.64 0.36
H -3.00625 2.66410 -0.01763 1.88 0.50 1.30 0.13
H -2.44162 3.94908 1.25524 0.66 -2.07 -1.18 0.36
H 0.03788 2.41197 -0.16744 -1.48 1.78 0.07 0.34
H -1.35421 2.53990 -2.29604 0.16 2.12 0.97 -0.08
H -2.29135 4.14499 -1.75067 2.05 -1.27 0.23 0.21
H -0.46754 4.29621 -2.21684 -1.54 -1.74 0.54 0.41
O 6.65468 -3.60915 0.19950 0.79 3.80 -2.72 -0.71
P 5.62119 -2.51003 0.54748 -4.55 -5.68 6.73 1.03
O 5.92286 -2.61974 2.17615 0.78 0.54 -0.09 -0.35
C 7.23085 -2.29274 2.62662 0.29 -0.02 0.26 -0.43
C 7.44017 -0.79190 2.66489 -0.01 0.20 0.28 -0.90
O 4.32284 -3.55015 0.43896 0.14 0.93 -1.26 -0.35
C 4.32704 -4.55299 -0.57014 0.11 -0.53 -0.04 -0.39
C 4.74774 -5.88978 0.01980 -0.12 -0.25 0.17 -1.07
O 4.46642 -1.28194 0.93629 2.85 0.90 -3.50 -0.44
C 3.49583 -1.45009 1.96369 -0.57 -0.15 1.25 0.32
C 3.89956 -0.72615 3.23921 0.31 -0.04 0.21 -1.20
H 7.98843 -2.76523 1.99524 -0.13 -0.07 -0.03 0.38
H 7.34725 -2.70759 3.63306 -0.16 -0.02 -0.12 0.28
H 7.16386 -0.32598 1.71455 0.09 -0.01 -0.01 0.25
H 8.48498 -0.55482 2.88563 -0.07 -0.02 -0.07 0.39
H 6.81843 -0.33691 3.44134 0.05 -0.01 -0.16 0.21
H 4.97368 -4.26188 -1.40496 -0.02 -0.13 0.20 0.32
H 3.31191 -4.63355 -0.97105 0.02 0.15 0.15 0.38
H 5.62160 -5.80003 0.67067 0.00 0.15 -0.25 0.27
H 4.97400 -6.61005 -0.77164 -0.05 0.03 0.06 0.36
H 3.94266 -6.29898 0.64045 0.06 0.05 -0.14 0.30
H 3.28286 -2.50128 2.18689 0.21 0.21 -0.27 0.22
H 2.56793 -1.00526 1.58971 0.22 -0.02 -0.30 0.26
H 4.62983 -1.30165 3.81269 -0.06 -0.01 -0.12 0.20
H 3.03210 -0.57687 3.89061 -0.01 0.06 -0.22 0.42
H 4.35557 0.24419 3.01742 -0.27 -0.05 -0.03 0.25
```
Positions in Å, forces in eV/Å.

***

Values for E_tot, Eh, ordered as above
-3775.382086, -4143.149956